This record from the Open Molecules 2025 dataset describes C3H4N4O in the gas phase in a non-equilibrium geometry. The level of theory is the ωB97M-V functional and the def2-TZVPD basis.

The HOMO energy is -0.347 hartree. The HOMO-LUMO gap is 0.381 hartree. The largest force on an atom is 0.081 Eh/bohr. For the energy above the lowest of the compared OMol25 structures with the same formula, charge and spin, the calculation gives 521.6 kJ/mol. The total energy comes out at -410.80462 Ha. Its SMILES is c1onnc1N1CN1.

```
12
C3H4N4O the ωB97M-V functional and the def2-TZVPD basis
O 0.2089 -0.5513 3.6082
H 1.0513 0.9172 -1.0385
C -0.7215 -0.2423 -0.8792
N 0.2632 0.7397 -0.4764
N 0.2287 -0.6481 0.1215
C -0.0247 -0.6602 1.4344
C 0.5919 -0.0131 2.4332
N -0.6428 -1.4759 3.3086
H 1.3189 0.7220 2.2478
H -0.7310 -0.5555 -1.8895
N -0.8516 -1.5229 2.0566
H -1.5875 0.2403 -0.5967
```

Atom charges from the natural (NBO) analysis, given in e for atoms 1 to 5: number 1, O, carries -0.2198; number 2, H, carries 0.3534; number 3, C, carries -0.0738; number 4, N, carries -0.4607; number 5, N, carries -0.2718

=====

This record from the Open Molecules 2025 dataset describes 3 unconnected molecules or ions with the total composition C26H32F9O10PS3 in a non-equilibrium geometry. The level of theory is the ωB97M-V functional and the def2-TZVPD basis.

The HOMO energy is -0.337 hartree. The HOMO-LUMO gap is 0.243 hartree. The largest force on an atom is 0.166 Eh/bohr. The total energy comes out at -4196.13079 Ha. Its SMILES is O=C1c2ccccc2C(=O)c2c(CCCCC(F)(F)C(F)(F)S(F)(F)(F)(F)F)cc(P(O)O)cc21.CCOS(C)(=O)=O.CCOS(C)(=O)=O.

```
81
C26H32F9O10PS3 the ωB97M-V functional and the def2-TZVPD basis
H 0.5822 -2.9323 2.6892
C -2.5724 5.9631 1.8421
H -2.5482 1.2433 -0.0900
H 6.7514 -5.0327 3.2605
C -2.3757 4.3156 1.8201
S 2.6782 -3.8093 3.2937
H -3.2473 3.5357 1.8575
O 2.6586 -4.8660 2.3039
O 4.0765 -2.9819 3.1476
H 4.1574 3.0574 -0.5726
H 5.7723 2.2576 -1.9244
H 6.0063 -2.7376 3.7384
O 3.9925 1.6757 -4.2094
H -1.2889 2.5996 -1.6775
H -3.0022 -5.7735 3.5707
C 1.9969 3.9625 1.5896
O -2.4915 -3.8602 0.9035
H -2.0683 -4.2874 3.4278
H -2.6969 -5.9731 -0.9787
C 1.5913 -2.5186 2.7442
H -1.8170 -4.6338 -1.7696
H -1.0418 -1.0877 0.7297
C 2.0043 2.6630 0.5365
F -4.1358 1.6644 -4.8060
C -1.9984 -5.3502 3.6776
H 1.9095 -2.1852 1.7545
C -0.8353 3.7618 1.7381
C -2.7110 3.8844 -4.7092
C 1.6622 0.0668 -1.4705
S -1.3848 -4.7202 0.5398
H -3.1094 2.9258 -2.0305
C -2.1701 2.3695 -2.4499
O 2.4259 -4.0635 4.6945
H 1.5909 -0.8312 -2.2454
C 0.3271 6.3688 1.7123
F -5.0520 3.6292 -3.5338
C -0.5580 2.1140 1.6597
C 3.0201 1.0407 -1.5196
C 0.5198 4.7412 1.6902
O 3.0676 4.3166 2.3171
S -4.4264 3.3180 -5.0969
F -0.4387 3.6496 -3.7128
C -2.3863 0.7164 -2.3395
H 5.0980 -5.5333 2.8849
H -1.5104 0.1105 -2.8452
C 5.2573 -3.5362 3.7126
F -4.8051 4.9668 -5.5411
O -0.0168 -4.2520 0.5355
C -1.7052 2.8550 -3.9603
F -2.8038 5.1369 -3.8965
C -0.9580 -0.5230 -0.3182
O -1.2494 1.2114 2.3795
H -3.2273 -0.4643 -0.5064
H 3.1688 2.1875 -3.9369
C 3.2213 2.3519 -0.5180
H -0.9358 -6.1229 -1.3129
C -1.2458 6.9267 1.7653
H -3.4595 0.3762 -2.7002
C 5.7891 -4.6852 2.8756
F -6.0136 2.8948 -5.5883
H 1.6221 -1.6979 3.4619
C 0.4215 0.3768 -0.3924
H -0.8276 -1.3943 -1.1213
H -0.9184 -7.1043 3.0934
H 5.9107 -4.3795 1.8316
O 5.9261 1.2998 -2.2140
C 0.6469 1.6863 0.5809
H -1.6869 -5.4291 4.7225
H 1.2631 7.0882 1.6552
O -1.4746 -6.0894 1.4221
H -1.4289 8.1060 1.7462
P 4.4078 0.6550 -2.8259
H -0.0200 -5.6111 2.8265
H 5.0804 -3.8480 4.7474
F -1.2203 1.7104 -4.8204
F -3.9378 3.0984 -6.7530
F -2.0323 4.3000 -5.9937
C -1.7444 -5.4434 -1.0404
C -2.3249 0.2859 -0.7244
C -1.0155 -6.0634 2.7672
H -3.6857 6.3565 1.8983
```

Atom charges from the Mulliken analysis, given in e for atoms 1 to 5: number 1, H, carries 0.0886; number 2, C, carries -0.4129; number 3, H, carries 0.0210; number 4, H, carries 0.3866; number 5, C, carries -0.3618

=====

This record from the Open Molecules 2025 dataset describes 2 unconnected molecules or ions with the total composition C3H10OS2 in a non-equilibrium geometry. The level of theory is the ωB97M-V functional and the def2-TZVPD basis.

The HOMO energy is -0.342 hartree. The HOMO-LUMO gap is 0.296 hartree. The largest force on an atom is 0.104 Eh/bohr. For the energy above the lowest of the compared OMol25 structures with the same formula, charge and spin, the calculation gives 313.6 kJ/mol. The total energy comes out at -991.79219 Ha. Its SMILES is CCSSC.O.

```
16
C3H10OS2 the ωB97M-V functional and the def2-TZVPD basis
H 2.7179 -0.0095 -2.5467
C 1.3899 -0.7183 1.2407
H -1.4691 -0.9858 -1.5118
H 1.7778 -0.9766 2.3414
C -1.2444 -0.5761 -0.4516
H 1.1953 -1.8554 0.7447
H 2.2604 -0.5187 0.4691
H -3.1448 0.3642 0.4398
O 1.8805 -0.3774 -2.9731
C -2.4919 -0.5406 0.4383
H -3.1719 -1.4408 0.6098
H -1.9535 -0.3477 1.3657
H -0.6029 -1.3827 -0.0268
S -0.2672 0.7777 -0.6929
H 1.3016 -0.5751 -2.1191
S 0.2749 0.5822 1.7338
```

Atom charges from the natural (NBO) analysis, given in e for atoms 1 to 5: number 1, H, carries 0.4668; number 2, C, carries -0.8552; number 3, H, carries 0.2413; number 4, H, carries 0.2400; number 5, C, carries -0.6489

=====

This record from the Open Molecules 2025 dataset describes C13H13F9INO3 in the gas phase in a non-equilibrium geometry. The level of theory is the ωB97M-V functional and the def2-TZVPD basis.

The HOMO energy is -0.358 hartree. The HOMO-LUMO gap is 0.337 hartree. The largest force on an atom is 0.176 Eh/bohr. The total energy comes out at -1979.76176 Ha. Its SMILES is CC(=O)OC[C@H]1NC(=O)C[C@]1(I)CCC(F)(F)C(F)(F)C(F)(F)C(F)(F)F.

```
40
C13H13F9INO3 the ωB97M-V functional and the def2-TZVPD basis
N -1.4167 -1.6377 -0.7265
C -1.8589 2.4646 -2.3403
C 0.1285 -0.7311 3.0124
O -1.6354 -3.7001 -2.2019
I 0.8687 0.1686 -4.0579
F -1.2663 0.6739 4.7489
F 0.2035 -2.2004 2.6796
F -1.7773 -1.6708 4.3709
C -0.6653 -0.6549 4.4768
F 1.2662 1.8930 1.3833
F 1.5476 1.1611 3.9890
F 3.4963 1.0161 1.6798
O -1.6110 2.6458 -3.6672
F -0.8142 -0.0788 2.0336
H 1.1953 1.3444 -1.1156
F 0.2871 -1.1302 5.5116
H -0.8226 0.5403 -0.4744
F 2.6315 -0.9319 3.5858
H 2.5670 0.2273 -1.8373
H -1.9410 4.0177 -0.6703
C 0.6520 -2.2612 -2.1025
H 1.3580 -2.7894 -1.3312
C -1.0772 3.5160 -1.3108
C 0.4582 -0.6177 -2.0205
C 1.5964 -0.0005 3.0241
H 1.1940 -1.3132 0.4794
C -0.9103 -2.6815 -1.7302
C -2.2896 0.0897 -2.2429
O -2.7978 1.4300 -1.8215
H -0.9072 -1.9151 0.1470
C 1.9366 -0.4199 0.3111
C 2.0389 0.6415 1.5559
H 0.8058 -2.6993 -3.1969
C 1.5943 0.2449 -1.1468
H -0.3357 2.8867 -0.6249
H -2.1252 0.0131 -3.3988
C -0.9856 -0.2813 -1.3222
H -0.4385 4.3211 -1.8717
H -3.1698 -0.6703 -1.9825
H 3.0199 -0.9105 0.2055
```

Atom charges from the natural (NBO) analysis, given in e for atoms 1 to 5: number 1, N, carries -0.6901; number 2, C, carries 0.7769; number 3, C, carries 0.5851; number 4, O, carries -0.5147; number 5, I, carries 0.1527

=====

This record from the Open Molecules 2025 dataset describes a gas-phase ion, C3H7N2O2S (charge +1) in a non-equilibrium geometry. The level of theory is the ωB97M-V functional and the def2-TZVPD basis.

The HOMO energy is -0.561 hartree. The HOMO-LUMO gap is 0.389 hartree. The largest force on an atom is 0.080 Eh/bohr. As for the total charge: +1. For the energy above the lowest of the compared OMol25 structures with the same formula, charge and spin, the calculation gives 213.8 kJ/mol. The total energy comes out at -776.32529 Ha. Its SMILES is C#[N+]S(=O)(=O)NCC.

```
15
C3H7N2O2S the ωB97M-V functional and the def2-TZVPD basis
H 0.8214 0.1452 -1.3529
C 1.2387 -0.1637 -0.3929
H 1.9898 1.7496 0.2818
C 2.3689 0.7610 0.0308
H 2.8965 0.3550 0.8906
O -2.0558 1.1813 1.1241
H 1.6005 -1.1909 -0.4976
N 0.1459 -0.1799 0.5598
N -2.3649 -1.0416 -0.0392
C -3.2742 -1.7289 -0.0488
S -1.3227 0.6180 0.0663
H 0.3755 0.0259 1.5201
H -4.1186 -2.3812 -0.0723
H 3.0787 0.8670 -0.7833
O -1.3797 0.9833 -1.2865
```

Atom charges from the natural (NBO) analysis, given in e for atoms 1 to 5: number 1, H, carries 0.2314; number 2, C, carries -0.2470; number 3, H, carries 0.2172; number 4, C, carries -0.6273; number 5, H, carries 0.2237

=====

This record from the Open Molecules 2025 dataset describes CH2N4O in the gas phase in a non-equilibrium geometry. The level of theory is the ωB97M-V functional and the def2-TZVPD basis.

The HOMO energy is -0.372 hartree. The HOMO-LUMO gap is 0.356 hartree. The largest force on an atom is 0.145 Eh/bohr. For the energy above the lowest of the compared OMol25 structures with the same formula, charge and spin, the calculation gives 324.7 kJ/mol. The total energy comes out at -333.42413 Ha. Its SMILES is [H]/N=c1\[nH]nno1.

```
8
CH2N4O the ωB97M-V functional and the def2-TZVPD basis
O -0.3788 0.8976 -0.9110
H -1.0801 0.1302 1.9816
N 0.6453 0.4271 -1.8596
N -1.4757 0.5405 0.9720
C -0.5330 0.2792 0.1701
N 0.4463 -0.7808 -0.0388
N 1.3331 -0.3723 -1.1188
H 1.0430 -1.1216 0.8046
```

Atom charges from the natural (NBO) analysis, given in e for atoms 1 to 5: number 1, O, carries -0.3557; number 2, H, carries 0.3376; number 3, N, carries 0.1475; number 4, N, carries -0.6938; number 5, C, carries 0.6235

=====

This record from the Open Molecules 2025 dataset describes a molecular structure, C13H16ClIN2Ni in a non-equilibrium geometry. The level of theory is the ωB97M-V functional and the def2-TZVPD basis.

The HOMO energy (spin up / spin down) is -0.267 / -0.275 hartree. The HOMO-LUMO gap (spin up / spin down) is 0.239 / 0.247 hartree. As for the expectation value of S²: 2.0068. The largest force on an atom is 0.037 Eh/bohr. As for the spin multiplicity: 3. For the energy above the lowest of the compared OMol25 structures with the same formula, charge and spin, the calculation gives 75.0 kJ/mol. The total energy comes out at -2880.63352 Ha.

```
34
C13H16ClIN2Ni the ωB97M-V functional and the def2-TZVPD basis
H -0.8772 -0.4829 -3.7229
C 2.9593 0.0603 -2.8629
H 4.6135 0.6971 -1.5713
N -1.1446 -0.3794 -0.3575
C -2.7571 -0.6251 -2.6240
H -3.3661 -0.8235 -3.5010
H -1.2667 1.8300 1.6143
H -1.1647 -1.0458 1.9852
C -0.2609 1.7700 1.1828
C 2.7127 0.8409 -0.6043
H -1.5120 -1.8093 3.5542
H 3.5669 -0.1633 -3.7364
C -0.5836 -0.3653 -1.6054
H 0.0720 -0.6635 4.8432
C -2.4950 -0.2895 -0.2451
C 0.1368 -0.5434 3.7626
H -0.2451 2.1624 0.1613
H 0.8581 -1.3377 3.4834
H 3.0034 1.4264 0.2646
Ni 0.4439 -0.0740 1.1913
N 1.4566 0.3360 -0.5518
C 0.8537 -0.0681 -1.6984
C -3.3328 -0.4631 -1.3596
H -2.9049 -0.0545 0.7464
I 2.5530 -1.2063 1.9376
C -1.3759 -0.4942 -2.7555
Cl 0.8988 2.6554 2.1380
C -1.1778 -0.8796 3.0840
C 1.5772 -0.1060 -2.9059
C 3.5448 0.5365 -1.6830
H -4.4138 -0.4477 -1.2128
H -1.9258 -0.1249 3.3429
H 1.0386 -0.3206 -3.8216
H 0.5147 0.4527 3.5275
```

Atom charges from the natural (NBO) analysis, given in e for atoms 1 to 5: number 1, H, carries 0.2219; number 2, C, carries -0.1532; number 3, H, carries 0.2367; number 4, N, carries -0.4841; number 5, C, carries -0.1508

=====

This record from the Open Molecules 2025 dataset describes a molecular structure, C34H54N4OP2SY in a non-equilibrium geometry. The level of theory is the ωB97M-V functional and the def2-TZVPD basis.

The HOMO energy is -0.337 hartree. The HOMO-LUMO gap is 0.264 hartree. The largest force on an atom is 0.030 Eh/bohr. As for the total charge: +1. For the energy above the lowest of the compared OMol25 structures with the same formula, charge and spin, the calculation gives 59.4 kJ/mol. The total energy comes out at -2741.42349 Ha.

```
97
C34H54N4OP2SY the ωB97M-V functional and the def2-TZVPD basis
C 1.1648 -4.4473 1.5440
H 0.1946 0.7667 3.7890
S 2.2055 1.8971 -0.9482
H -1.0295 3.7091 -3.8485
C 1.7014 -0.5937 4.4000
Y 0.1244 0.1033 -1.0437
C -3.8684 1.7236 -0.8851
P -2.5081 0.8414 0.0266
H -5.8155 2.6255 -0.7493
H 0.6824 4.5607 2.8746
C -1.5800 2.0363 1.0329
C -0.7719 -2.6205 -3.9586
H 3.1916 4.5189 -1.5465
C -1.3252 -2.9848 -2.5897
P 1.8161 -2.0210 0.0413
H -1.4608 -1.9383 -4.4701
H 3.3556 -2.8263 -1.5257
H -2.8562 5.6649 2.2500
H -1.3494 6.3551 1.6513
H 3.3327 -2.7328 2.4247
H -0.0275 -3.5169 0.0626
H 1.5037 -4.1860 -1.9035
H -1.9065 -0.2246 2.8117
C 0.6280 -2.0204 -3.9592
H 4.8928 -2.5974 1.0919
H 1.5213 -0.1941 -3.6395
C 4.4935 -3.1640 0.2511
C 4.2000 -0.9676 -0.8990
C 1.8526 -1.3485 1.7295
C 2.2584 4.3943 -2.0751
H -3.1176 -1.5051 2.9301
H -1.4979 5.9128 3.3463
H -4.8330 2.9222 0.6745
H -0.0409 -0.0767 -4.0000
H 4.4233 -2.6082 4.6118
H -4.9042 -0.7884 -0.2834
H -0.7580 -3.5298 -4.5623
C 0.9719 -0.3021 2.0906
C -3.3262 2.8559 -1.7587
H 3.6348 -0.3856 -1.6250
H 1.5239 2.3307 2.3605
H -3.0454 3.7256 -1.1665
H 1.0419 -2.0760 -4.9704
H 5.1986 -1.1404 -1.3028
C -3.4355 -0.1971 1.2555
N 0.6204 -0.6341 -3.4641
C 1.0410 -3.7234 0.2030
C 2.6602 -1.9386 2.7102
N -1.5590 -1.8020 -1.7356
H -1.9290 -2.1050 -0.8372
C -1.2617 4.2395 2.0188
H -3.7926 -2.0688 0.2035
O -0.2566 1.8696 -2.5003
C 0.5330 5.1813 -3.5315
H 2.1961 -4.7165 1.7690
C 0.5097 2.5930 2.0912
C -2.5156 -0.9177 2.2352
C -0.2956 1.6346 1.4511
H 0.8519 -5.5290 -0.9634
H 4.0361 -4.0760 0.6338
C -4.3564 -1.2041 0.5617
H -3.0348 3.6137 1.0482
C -5.0853 2.1745 -0.0744
C 1.5026 -4.6548 -0.9178
H 2.2705 6.3274 -2.9615
C 0.0342 3.8532 2.3723
H 0.5892 -5.3740 1.4996
H 0.0924 5.9361 -4.1635
H -2.3147 -1.2516 -2.1391
N 0.4243 3.0113 -2.5919
C 0.8993 0.0155 3.4617
C 2.6271 -1.5730 4.0413
C -2.0390 3.3211 1.3410
C 1.7432 5.3896 -2.8604
H 1.6068 -0.3015 5.4391
H 0.7839 -3.8509 2.3690
N 0.1704 0.3393 1.1518
C 1.5949 3.1629 -1.9209
H -4.2138 0.9430 -1.5767
H 5.3420 -3.4547 -0.3714
H 3.7678 -1.5534 5.8610
C -1.7712 5.6152 2.3346
C 3.5396 -2.3037 -0.5774
H 4.3046 -0.3559 -0.0011
C 3.5005 -2.2423 5.0610
H -2.2509 -3.5550 -2.7190
H -2.4486 2.5351 -2.3173
H 1.2863 -2.6034 -3.3085
H -4.0987 3.1693 -2.4632
C -0.0985 3.9810 -3.3770
H 2.5147 -5.0133 -0.7295
H -1.8322 -1.6001 1.7215
H 2.9940 -3.0947 5.5183
H -0.6203 -3.6335 -2.0705
H -5.5814 1.3508 0.4372
H -5.0907 -1.5872 1.2709
H -4.0463 0.5107 1.8275
```

Atom charges from the Mulliken analysis, given in e for atoms 1 to 5: number 1, C, carries -1.6581; number 2, H, carries 0.4746; number 3, S, carries -0.4840; number 4, H, carries 0.5159; number 5, C, carries -1.0738